No. 1
{
  "formula": "C26H39BF5N4PdS3Sb",
  "method": "the ωB97M-V functional and the def2-TZVPD basis",
  "total_energy_ev": -90343.6781,
  "homo_lumo_gap_ev": 6.656,
  "lumo_energy_ev": -0.77,
  "e_homo_ev": -7.42,
  "total_charge": 0,
  "multiplicity": 1,
  "symbols": ["Pd", "F", "C", "C", "F", "C", "F", "C", "S", "C", "F", "C", "F", "C", "N", "C", "C", "N", "B", "N", "C", "C", "N", "C", "C", "S", "C", "S", "H", "H", "H", "H", "H", "H", "H", "H", "H", "H", "H", "H", "C", "C", "C", "C", "Sb", "C", "C", "C", "C", "C", "C", "C", "C", "H", "H", "H", "H", "H", "H", "H", "H", "H", "H", "H", "H", "H", "H", "H", "H", "H", "H", "H", "H", "H", "H", "H", "H", "H", "H", "H"],
  "coordinates": [[-1.295, -0.021, 0.326], [0.832, 6.652, 2.667], [0.537, 5.355, 2.572], [-0.327, 4.900, 1.596], [-0.864, 5.763, 0.731], [-0.634, 3.551, 1.507], [-1.457, 3.195, 0.516], [-0.087, 2.600, 2.360], [-0.356, 0.864, 2.311], [0.773, 3.101, 3.339], [1.343, 2.264, 4.215], [1.091, 4.440, 3.451], [1.931, 4.857, 4.401], [-1.188, -4.201, -1.677], [-1.534, -3.906, -0.304], [-1.380, -4.769, 0.761], [-2.037, -4.206, 1.798], [-2.595, -3.017, 1.380], [-3.853, -2.394, 2.121], [-3.489, -1.197, 3.071], [-3.478, -1.293, 4.442], [-3.363, -0.045, 4.955], [-3.294, 0.812, 3.884], [-3.158, 2.254, 3.976], [-3.361, 0.096, 2.746], [-3.311, 0.734, 1.140], [-2.264, -2.841, 0.086], [-2.693, -1.508, -0.939], [-0.281, -4.800, -1.704], [-1.047, -3.257, -2.191], [-1.999, -4.742, -2.164], [-0.832, -5.690, 0.677], [-2.165, -4.556, 2.806], [-4.628, -2.031, 1.287], [-4.270, -3.266, 2.845], [-3.577, -2.242, 4.936], [-3.323, 0.306, 5.970], [-2.427, 2.493, 4.746], [-4.119, 2.708, 4.218], [-2.815, 2.624, 3.016], [3.406, -1.384, -3.267], [2.131, -1.878, -2.586], [2.484, -2.976, -1.580], [1.256, -2.455, -3.697], [0.999, -0.366, -1.404], [0.229, 1.023, -2.932], [-0.836, 0.269, -3.732], [-0.468, 2.193, -2.244], [1.316, 1.548, -3.865], [2.608, 0.719, -0.321], [2.766, -0.035, 1.001], [2.097, 2.136, -0.104], [3.990, 0.816, -0.957], [3.738, -2.177, -3.948], [4.216, -1.200, -2.576], [3.255, -0.487, -3.865], [3.010, -3.790, -2.093], [1.597, -3.398, -1.102], [3.140, -2.606, -0.791], [1.751, -3.349, -4.097], [1.151, -1.753, -4.523], [0.262, -2.748, -3.375], [-1.640, -0.093, -3.090], [-0.441, -0.578, -4.287], [-1.280, 0.959, -4.459], [-1.208, 1.866, -1.511], [-1.010, 2.764, -3.007], [0.219, 2.875, -1.750], [1.709, 0.765, -4.515], [2.152, 1.994, -3.322], [0.894, 2.324, -4.514], [1.831, -0.150, 1.540], [3.451, 0.521, 1.653], [3.198, -1.026, 0.838], [1.057, 2.160, 0.208], [2.200, 2.732, -1.013], [2.687, 2.619, 0.685], [4.496, -0.145, -0.990], [4.603, 1.470, -0.324], [3.978, 1.248, -1.958]],
  "atomic_forces_ev_per_a": [[-0.2, -0.4, 0.0], [0.0, 0.0, 0.0], [0.0, -0.1, 0.0], [0.0, 0.0, 0.0], [0.0, 0.0, 0.0], [0.0, 0.2, -0.1], [0.0, 0.0, 0.0], [0.0, -0.2, 0.0], [0.2, 0.1, -0.2], [0.1, 0.0, 0.1], [0.0, 0.0, 0.0], [-0.1, 0.0, -0.1], [0.0, 0.0, 0.0], [0.0, 0.0, 0.0], [0.0, -0.1, -0.1], [0.0, 0.1, 0.0], [0.1, 0.1, 0.0], [-0.2, -0.2, -0.1], [0.1, 0.1, 0.0], [0.0, -0.1, 0.0], [0.0, 0.1, 0.0], [0.0, -0.1, 0.0], [0.0, 0.1, 0.0], [0.0, -0.1, 0.0], [0.0, -0.1, -0.2], [-0.3, 0.2, 0.2], [-0.2, 0.2, 0.2], [0.4, -0.3, -0.2], [0.0, 0.0, 0.0], [0.0, 0.0, 0.0], [0.0, 0.0, 0.0], [0.0, 0.0, 0.0], [0.0, 0.0, 0.0], [0.0, 0.0, 0.0], [0.0, 0.0, 0.0], [0.0, 0.0, 0.0], [0.0, 0.0, 0.0], [0.0, 0.0, 0.0], [0.0, 0.0, 0.0], [0.0, 0.0, 0.0], [0.0, 0.0, 0.0], [-0.2, -0.1, 0.1], [0.0, 0.0, 0.0], [0.0, 0.0, 0.0], [0.0, 0.6, 0.3], [0.1, -0.1, 0.0], [0.0, 0.1, 0.0], [-0.1, 0.0, -0.1], [0.0, 0.0, 0.0], [0.1, -0.2, -0.2], [0.0, 0.0, 0.0], [0.0, 0.0, 0.1], [0.0, 0.1, -0.1], [0.0, 0.0, 0.0], [0.1, 0.0, 0.1], [0.0, 0.0, 0.0], [0.0, 0.0, 0.0], [0.0, 0.0, 0.0], [0.0, 0.0, 0.0], [0.0, 0.0, 0.0], [0.0, 0.0, 0.0], [0.0, 0.0, 0.0], [0.0, 0.0, 0.0], [0.0, 0.0, 0.0], [0.0, 0.0, 0.0], [0.0, 0.0, 0.0], [0.0, 0.0, 0.0], [0.0, 0.0, 0.0], [0.0, 0.0, 0.0], [0.0, 0.0, 0.0], [0.0, 0.0, 0.0], [0.0, 0.0, 0.0], [0.0, 0.0, 0.0], [0.0, 0.0, 0.0], [0.0, 0.0, 0.0], [0.0, 0.0, 0.0], [0.0, 0.0, 0.0], [0.0, 0.0, 0.0], [0.0, 0.0, 0.0], [0.0, 0.0, 0.0]],
  "lowdin_charge": [0.098, 0.123, -0.144, -0.143, 0.122, -0.264, 0.043, -0.516, 0.672, -0.252, 0.076, -0.147, 0.121, -0.039, -0.118, -0.038, -0.057, 0.007, -0.417, 0.007, -0.047, -0.035, -0.122, -0.020, -0.703, 0.636, -0.678, 0.586, 0.092, 0.027, 0.105, 0.121, 0.121, 0.064, 0.074, 0.118, 0.124, 0.100, 0.100, 0.047, -0.107, -0.675, -0.131, -0.127, 1.606, -0.700, -0.131, -0.136, -0.107, -0.685, -0.155, -0.132, -0.117, 0.091, 0.052, 0.063, 0.090, 0.056, 0.063, 0.091, 0.068, 0.041, 0.025, 0.050, 0.091, 0.041, 0.094, 0.059, 0.062, 0.066, 0.089, -0.013, 0.093, 0.063, 0.019, 0.076, 0.099, 0.060, 0.091, 0.072]
}

=====

No. 2
{
  "formula": "C25H43Cl3N5O4SiZn",
  "method": "the ωB97M-V functional and the def2-TZVPD basis",
  "total_energy_ev": -136131.1089,
  "homo_lumo_gap_ev": 4.722,
  "lumo_energy_ev": 1.91,
  "e_homo_ev": -2.82,
  "total_charge": -1,
  "multiplicity": 1,
  "symbols": ["C", "C", "H", "H", "H", "C", "C", "H", "H", "H", "H", "Zn", "Cl", "Cl", "C", "O", "N", "C", "C", "H", "H", "H", "H", "H", "H", "H", "H", "H", "C", "C", "N", "H", "C", "O", "H", "H", "H", "H", "O", "C", "C", "C", "H", "C", "H", "C", "H", "C", "C", "H", "H", "H", "Si", "Cl", "C", "C", "C", "H", "H", "H", "H", "H", "H", "H", "H", "H", "C", "N", "C", "C", "C", "N", "C", "O", "N", "H", "H", "H", "H", "H", "H", "H"],
  "coordinates": [[1.503, -1.348, -4.426], [1.031, 0.061, -4.351], [1.928, -1.580, -5.406], [0.686, -2.047, -4.199], [2.282, -1.508, -3.667], [0.925, 0.905, -5.393], [1.081, 0.513, -6.827], [0.710, 1.959, -5.227], [0.942, -0.564, -6.989], [2.075, 0.787, -7.198], [0.356, 1.052, -7.449], [2.225, -2.060, 0.742], [2.824, 0.016, 0.144], [-0.270, -2.697, 0.160], [0.476, 2.251, 0.777], [-0.490, 1.560, 0.450], [0.407, 3.551, 1.136], [-0.886, 4.198, 1.231], [1.587, 4.390, 1.283], [1.509, 1.851, 0.784], [-1.662, 3.432, 1.293], [-1.061, 4.833, 0.353], [-0.889, 4.825, 2.128], [2.489, 3.766, 1.255], [1.540, 4.925, 2.240], [1.641, 5.132, 0.473], [-2.908, -1.618, -3.331], [-2.512, 1.046, -4.057], [-3.648, -1.279, -2.600], [-3.530, 0.958, -3.650], [-3.545, 0.153, -2.442], [-3.483, -1.736, -1.624], [-3.324, 0.667, -1.210], [-3.285, 0.007, -0.159], [-3.914, 1.968, -3.448], [-3.234, 1.774, -1.202], [-4.658, -1.523, -2.955], [-4.162, 0.478, -4.405], [-0.700, -0.162, -2.844], [0.473, 0.432, -2.934], [-0.629, 2.740, -2.439], [0.512, 1.956, -2.653], [-1.608, 2.254, -2.353], [-0.507, 4.134, -2.338], [1.269, 0.010, -2.257], [1.772, 2.555, -2.617], [-1.398, 4.753, -2.183], [0.755, 4.742, -2.388], [1.898, 3.944, -2.507], [2.661, 1.917, -2.700], [0.848, 5.835, -2.333], [2.893, 4.400, -2.494], [0.438, -4.656, -0.737], [2.482, -3.244, -1.114], [-1.313, -4.948, -1.447], [1.129, -5.283, 0.916], [1.198, -6.139, -1.757], [-1.476, -4.199, -2.250], [-2.084, -4.813, -0.672], [-1.447, -5.948, -1.884], [0.571, -6.384, -2.633], [1.237, -7.050, -1.114], [2.223, -5.931, -2.105], [0.899, -4.582, 1.731], [2.219, -5.418, 0.878], [0.666, -6.251, 1.132], [1.853, -2.954, 5.409], [0.895, -2.146, 4.643], [-0.139, -1.561, 5.310], [-1.062, -0.835, 4.621], [-0.882, -0.700, 3.207], [0.240, -1.111, 2.612], [1.069, -1.907, 3.302], [2.083, -2.475, 2.733], [-1.856, -0.190, 2.443], [2.733, -3.189, 4.808], [1.374, -3.881, 5.747], [2.143, -2.385, 6.297], [-0.139, -1.765, 6.380], [-1.908, -0.371, 5.112], [-2.744, 0.070, 2.837], [-1.709, -0.038, 1.445]],
  "atomic_forces_ev_per_a": [[0.0, -0.4, -0.2], [-0.4, 1.7, 0.1], [0.0, -0.1, 0.1], [0.1, 0.2, 0.0], [-0.1, 0.0, -0.1], [0.2, -0.7, 0.5], [0.2, 0.0, -0.3], [-0.2, -0.1, 0.2], [0.0, 0.3, 0.0], [0.0, -0.1, -0.2], [0.0, -0.1, 0.0], [-0.9, 1.1, 0.3], [0.4, -0.5, 0.4], [0.2, 0.1, -0.4], [-0.3, -0.9, -0.7], [0.7, 0.7, 0.8], [-0.1, 0.4, 0.2], [0.2, 0.2, -0.1], [-0.2, -0.3, -0.1], [-0.4, 0.1, 0.0], [0.1, 0.1, -0.1], [-0.1, -0.1, 0.1], [-0.1, 0.0, 0.0], [-0.3, 0.1, 0.0], [0.1, -0.1, -0.1], [0.0, -0.2, 0.1], [0.1, 0.0, 0.2], [-0.1, -0.2, 0.2], [0.0, 0.0, -0.1], [0.3, 0.2, 0.0], [-0.2, 0.4, 0.7], [0.1, 0.0, -0.2], [-0.1, -0.7, 0.2], [-0.1, 0.7, -0.8], [0.0, -0.2, 0.0], [0.0, -0.4, 0.0], [0.0, -0.1, 0.0], [0.0, 0.1, 0.2], [-1.2, -0.2, 0.3], [1.0, -0.1, -0.3], [0.2, 0.2, -0.2], [0.2, -0.4, -0.2], [0.7, 0.1, -0.2], [0.2, -0.2, 0.2], [-0.2, 0.2, 0.2], [0.0, 0.6, 0.0], [0.3, -0.2, -0.1], [-0.1, 0.1, 0.0], [0.0, -0.2, 0.2], [-0.4, 0.3, 0.0], [-0.1, -0.5, 0.0], [-0.3, -0.1, 0.0], [0.2, -1.3, 0.3], [0.1, -0.9, -0.7], [-0.3, 0.2, 0.3], [-0.5, 0.3, 0.5], [0.6, 0.4, -0.7], [0.0, -0.3, 0.5], [0.1, 0.2, -0.3], [0.2, 0.3, 0.1], [0.4, 0.1, 0.2], [-0.1, 0.7, -0.2], [-0.3, -0.3, 0.1], [0.1, -0.4, -0.1], [-0.3, 0.0, -0.2], [0.1, 0.0, 0.1], [-0.1, -0.1, 0.2], [0.4, -0.2, 0.4], [-0.5, 0.3, -0.6], [0.3, -0.4, 1.0], [-0.6, 0.2, -1.0], [0.3, -0.6, 0.8], [1.1, 0.0, -1.4], [-1.1, 0.7, 0.3], [0.9, -0.2, 0.4], [-0.3, 0.2, 0.0], [0.1, 0.1, -0.2], [0.1, -0.1, -0.1], [-0.3, 0.2, -0.3], [0.1, -0.1, 0.0], [0.1, 0.0, -0.1], [-0.1, 0.0, -0.1]],
  "lowdin_charge": [-0.067, -0.238, 0.058, 0.081, 0.057, -0.142, -0.136, 0.095, 0.058, 0.060, 0.058, 0.142, 0.010, 0.293, -0.344, -0.010, -0.186, -0.052, -0.060, 0.022, 0.085, 0.076, 0.078, 0.091, 0.076, 0.078, 0.087, 0.077, -0.058, -0.074, -0.191, 0.078, -0.321, -0.055, 0.083, 0.128, 0.080, 0.080, -0.200, -0.517, -0.031, -0.163, 0.069, -0.116, 0.087, -0.057, 0.090, -0.146, -0.113, 0.116, 0.087, 0.090, 0.128, 0.206, -0.256, -0.285, -0.253, 0.034, 0.013, 0.013, 0.009, 0.029, -0.002, -0.019, 0.026, 0.024, -0.005, -0.051, -0.042, 0.009, -0.350, 0.153, -0.462, -0.127, 0.214, 0.092, 0.097, 0.091, 0.132, 0.107, 0.115, 0.071]
}

=====

No. 3
{
  "formula": "C6H18ClO12P2",
  "method": "the ωB97M-V functional and the def2-TZVPD basis",
  "total_energy_ev": -62181.3612,
  "homo_lumo_gap_ev": 8.820,
  "lumo_energy_ev": 2.59,
  "e_homo_ev": -6.23,
  "total_charge": -1,
  "multiplicity": 1,
  "symbols": ["Cl", "O", "O", "O", "O", "C", "O", "P", "O", "O", "C", "O", "C", "H", "H", "H", "H", "H", "H", "H", "H", "H", "C", "O", "P", "O", "O", "C", "O", "C", "H", "H", "H", "H", "H", "H", "H", "H", "H"],
  "coordinates": [[9.755, -4.355, 8.248], [9.181, -5.530, 8.778], [10.174, -4.596, 6.917], [8.809, -3.260, 8.328], [10.978, -4.043, 8.958], [14.848, -3.022, 8.643], [15.673, -3.833, 9.452], [15.191, -5.263, 10.023], [16.055, -5.602, 11.138], [13.674, -5.188, 10.606], [12.858, -6.292, 10.441], [15.315, -6.326, 8.815], [14.882, -5.968, 7.512], [15.212, -3.213, 7.634], [14.854, -1.944, 8.807], [13.768, -3.172, 8.646], [11.851, -6.147, 10.049], [12.527, -6.877, 11.299], [13.234, -7.097, 9.809], [13.900, -5.497, 7.544], [14.756, -6.810, 6.831], [15.589, -5.272, 7.060], [10.192, -3.970, 2.761], [9.557, -2.746, 2.546], [10.129, -1.336, 3.266], [11.429, -1.497, 3.958], [10.435, -0.333, 2.058], [11.239, -0.636, 0.948], [8.906, -0.829, 4.133], [8.616, -1.444, 5.429], [9.468, -4.422, 3.439], [11.160, -3.970, 3.263], [10.234, -4.482, 1.800], [11.310, -1.670, 0.608], [12.225, -0.175, 1.002], [10.826, -0.128, 0.077], [8.114, -2.410, 5.391], [8.031, -0.716, 5.992], [9.325, -1.643, 6.232]],
  "atomic_forces_ev_per_a": [[1.5, 1.1, 0.5], [-1.0, -1.4, 0.9], [-0.4, -0.1, -2.3], [0.1, 0.0, -0.2], [-0.2, 0.5, 0.9], [-0.7, 0.6, -1.9], [-1.4, -0.6, 1.0], [0.4, 0.2, 1.3], [0.9, -0.6, 0.2], [1.2, 0.8, -1.5], [-2.5, -2.9, -0.7], [-0.4, 0.4, 0.6], [-0.6, 0.7, -0.7], [-0.3, 0.5, -0.2], [1.0, -0.1, 0.7], [-0.1, -1.0, 0.4], [0.2, 1.4, -0.6], [1.0, 0.6, 1.2], [0.7, 0.3, -0.3], [-0.1, 0.2, 0.0], [0.4, -0.4, 0.5], [0.1, 0.0, 0.0], [-0.7, -1.2, 0.8], [0.7, 4.2, 0.3], [2.3, -2.4, -0.2], [-1.1, -0.5, 0.1], [-2.1, 0.1, 0.5], [0.3, 0.6, -1.5], [0.7, -0.1, -0.3], [-0.9, 0.1, 1.5], [0.5, -1.1, -0.1], [0.0, 0.5, -0.2], [0.1, -0.2, 0.1], [-0.1, -0.3, 0.8], [0.2, -0.4, 0.7], [-0.5, 0.1, 0.1], [-0.3, 0.2, -0.8], [-0.7, 0.0, -0.7], [1.6, 0.2, -1.1]],
  "lowdin_charge": [0.590, -0.361, -0.384, -0.379, -0.396, -0.126, -0.192, 0.416, -0.237, -0.167, -0.164, -0.216, -0.108, 0.075, 0.088, 0.086, 0.071, 0.086, 0.083, 0.093, 0.091, 0.081, -0.141, -0.250, 0.463, -0.253, -0.216, -0.126, -0.203, -0.074, 0.090, 0.086, 0.081, 0.088, 0.089, 0.079, 0.091, 0.086, 0.078]
}

=====

Relative energy (zero: lowest compared OMol25 entry of this formula, charge and spin) / kcal/mol: 24.5; 1.7; 52.4